{"formula": "C8H30N2O6", "method": "the ωB97M-V functional and the def2-TZVPD basis", "symbols": ["C", "C", "C", "O", "C", "N", "H", "H", "H", "H", "H", "H", "H", "H", "H", "H", "H", "C", "C", "C", "O", "C", "N", "H", "H", "H", "H", "H", "H", "H", "H", "H", "H", "H", "O", "H", "H", "O", "H", "H", "O", "H", "H", "O", "H", "H"], "coordinates": [[1.42620, -2.19002, 0.20764], [0.32473, -2.18960, 1.24541], [0.52540, -2.79486, 2.65560], [0.85274, -4.15447, 2.56230], [1.35815, -4.77362, 3.70785], [-0.03741, -0.77464, 1.34282], [1.19986, -1.74673, -0.76209], [1.70302, -3.23965, 0.10897], [2.26989, -1.69764, 0.69122], [-0.54179, -2.70933, 0.83661], [-0.38957, -2.57341, 3.20506], [1.34412, -2.23847, 3.11192], [1.59129, -5.80245, 3.43352], [0.68036, -4.66635, 4.55472], [2.24455, -4.21327, 4.00518], [0.84192, -0.29254, 1.46310], [-0.28035, -0.57554, 0.38290], [1.20782, 3.39731, -1.28326], [-0.29131, 3.15292, -1.53008], [-1.16739, 2.75135, -0.32609], [-0.93579, 1.36188, -0.04087], [-1.60536, 1.04269, 1.09147], [-0.92535, 4.34647, -2.10153], [1.24929, 4.24244, -0.59614], [1.79944, 3.51545, -2.19106], [1.58625, 2.56083, -0.69573], [-0.32315, 2.27614, -2.17686], [-2.22767, 2.81917, -0.56960], [-0.86453, 3.39665, 0.49852], [-1.82379, 0.02612, 1.41856], [-2.49381, 1.58813, 1.40966], [-0.99785, 1.43348, 1.90776], [-1.79286, 3.99705, -2.48289], [-0.35527, 4.57094, -2.90449], [-1.42749, -0.68299, -3.25466], [-2.28286, -0.66130, -2.82559], [-0.90435, -0.03718, -2.77980], [-0.15605, 0.41721, -1.74726], [-0.20578, -0.39446, -1.24233], [-0.51713, 1.08502, -1.16427], [1.42029, 1.83634, -2.82769], [1.53917, 1.09197, -3.41763], [0.95587, 1.47314, -2.07362], [-0.91788, -1.04659, -0.25983], [-0.79530, -1.99417, -0.20243], [-1.86011, -0.93363, -0.38504]], "nbo_charge": [-0.65, -0.04, -0.05, -0.55, -0.24, -0.92, 0.21, 0.22, 0.22, 0.12, 0.18, 0.16, 0.20, 0.16, 0.16, 0.33, 0.39, -0.63, -0.10, -0.07, -0.57, -0.30, -0.82, 0.19, 0.27, 0.20, 0.20, 0.18, 0.19, 0.24, 0.18, 0.19, 0.35, 0.36, -0.99, 0.43, 0.47, -0.98, 0.48, 0.48, -1.00, 0.47, 0.49, -0.86, 0.52, 0.52], "charge": 0, "e_above_lowest_kcal_mol": 294.9, "total_energy_ev": -24034.4755, "max_force_ha_per_bohr": 0.359, "e_lumo_ev": 0.1}

=====

{"formula": "C8H32CaN13O11", "method": "the ωB97M-V functional and the def2-TZVPD basis", "symbols": ["Ca", "N", "O", "O", "O", "C", "O", "H", "H", "H", "H", "C", "O", "H", "H", "H", "H", "C", "O", "N", "N", "H", "H", "H", "H", "C", "O", "N", "N", "H", "H", "H", "H", "C", "O", "N", "N", "H", "H", "H", "H", "C", "O", "N", "N", "H", "H", "H", "H", "C", "O", "N", "N", "H", "H", "H", "H", "C", "O", "N", "N", "H", "H", "H", "H"], "coordinates": [[13.12115, 9.97756, -12.04889], [11.66727, 10.84044, -9.00021], [12.34947, 10.71339, -10.00604], [12.12427, 10.79472, -7.87735], [10.42576, 10.98767, -9.24294], [7.05436, 12.47255, -7.99413], [7.38575, 11.41869, -8.80471], [6.62577, 12.22813, -7.02218], [7.96483, 13.06526, -7.90558], [6.30532, 12.90490, -8.65754], [8.07172, 11.63344, -9.44106], [10.63672, 13.84848, -7.24970], [10.29093, 13.95454, -8.56481], [9.78356, 13.44214, -6.70647], [11.51444, 13.25354, -6.99720], [10.82899, 14.86723, -6.91312], [10.30424, 13.05872, -8.90968], [9.62777, 10.34945, -5.25576], [8.93140, 10.25703, -4.27510], [9.08713, 10.40770, -6.42904], [10.92672, 10.35653, -5.23938], [9.58709, 10.59082, -7.28730], [8.15572, 10.78926, -6.51256], [11.40375, 10.50101, -6.11782], [11.45698, 10.10770, -4.41657], [9.77837, 9.34946, -12.28080], [10.87363, 9.75817, -12.39562], [9.09316, 9.45130, -11.17551], [9.20292, 8.68296, -13.17730], [9.47757, 10.01296, -10.42928], [8.18748, 9.01315, -11.08680], [9.66563, 8.72956, -14.07386], [8.63721, 7.94057, -12.79138], [12.02670, 13.07747, -12.83313], [12.64855, 12.13103, -12.50202], [12.47898, 14.18663, -13.31042], [10.75257, 13.17907, -12.56674], [11.82706, 14.88477, -13.63861], [13.42686, 14.36895, -13.60769], [10.22860, 12.37314, -12.25687], [10.41573, 14.11462, -12.74390], [15.84710, 11.82405, -6.86892], [17.01165, 12.26389, -6.83631], [15.33928, 11.11600, -5.85299], [14.90140, 11.96226, -7.72533], [14.37453, 10.82429, -5.91830], [15.85066, 10.98895, -4.99134], [14.01009, 11.49469, -7.64136], [15.01761, 12.54428, -8.54254], [12.09264, 7.22558, -10.16922], [12.39421, 7.80124, -11.21829], [12.92208, 6.35929, -9.66314], [11.04694, 7.51670, -9.45057], [13.65836, 5.98833, -10.24656], [12.67835, 5.97630, -8.76091], [10.95606, 7.08243, -8.54325], [10.34936, 8.09613, -9.89525], [15.42779, 8.92048, -9.50594], [14.83929, 9.33459, -10.44457], [16.72764, 8.62711, -9.36099], [14.73116, 8.64711, -8.41488], [16.95848, 8.03622, -8.57507], [17.25225, 8.68412, -10.22217], [15.17902, 8.20201, -7.62659], [13.83267, 9.10280, -8.34312]], "nbo_charge": [1.81, 0.61, -0.80, -0.72, -0.80, -0.26, -0.75, 0.18, 0.19, 0.17, 0.48, -0.24, -0.75, 0.15, 0.18, 0.16, 0.49, 0.74, -0.71, -0.84, -0.85, 0.42, 0.39, 0.42, 0.39, 0.77, -0.77, -0.86, -0.81, 0.46, 0.39, 0.41, 0.40, 0.78, -0.78, -0.80, -0.80, 0.38, 0.41, 0.43, 0.38, 0.75, -0.70, -0.85, -0.83, 0.38, 0.40, 0.43, 0.40, 0.78, -0.80, -0.81, -0.81, 0.41, 0.38, 0.40, 0.43, 0.80, -0.76, -0.82, -0.84, 0.40, 0.40, 0.38, 0.43], "charge": 0, "spin_multiplicity": 2, "total_energy_ev": -69148.6206, "max_force_ha_per_bohr": 0.128, "e_lumo_ev": [-0.5, -0.6]}